Run one
A molecular structure, C9H16N2, computed with ωB97M-V/def2-TZVPD.

Calculated values
HOMO = -8.97 eV

The geometry in XYZ format:
```
27
Properties=species:S:1:pos:R:3:lowdin_charge:R:1
C 0.2930 1.6268 -0.6729 -0.24
C -1.9517 -0.1105 -1.7092 -0.10
C -2.3620 0.2682 -0.3069 -0.11
C -1.1485 -0.5409 -0.5440 -0.34
C -0.9891 -1.9740 -0.1413 -0.05
C 1.5359 -0.3903 -1.3400 -0.03
C 0.0887 0.6432 2.0094 -0.08
C 2.3802 0.6267 1.3045 -0.08
C 0.6541 0.2899 -0.3192 -0.37
N -0.0805 2.6886 -0.8960 0.19
N 1.0417 0.1056 1.0547 -0.22
H -2.5170 -0.8711 -2.2311 0.10
H -1.5914 0.6790 -2.3514 0.10
H -2.2678 1.3068 -0.0307 0.09
H -3.2122 -0.2265 0.1437 0.11
H -1.9625 -2.4500 -0.0415 0.09
H -0.4663 -2.0527 0.8102 0.08
H -0.4183 -2.5199 -0.8920 0.08
H 1.8581 -1.3566 -0.9633 0.09
H 2.4150 0.2174 -1.5571 0.09
H 0.9885 -0.5275 -2.2696 0.09
H -0.0815 1.7225 1.8950 0.09
H -0.8622 0.1280 1.8981 0.08
H 0.4699 0.4568 3.0120 0.09
H 3.1036 0.0971 0.6901 0.08
H 2.4541 1.7048 1.0982 0.10
H 2.6283 0.4585 2.3502 0.09
```

Run two
A single C9H16N2 molecule, computed with ωB97M-V/def2-TZVPD.

Calculated values
HOMO = -7.82 eV

The geometry in XYZ format:
```
27
Properties=species:S:1:pos:R:3:lowdin_charge:R:1
C 1.3436 -0.5902 2.4687 -0.04
C 0.5169 0.0453 1.3665 -0.33
C 1.3507 0.9218 0.2809 -0.02
C 0.4033 0.9033 -0.9987 -0.39
C -0.4370 2.1910 -1.1890 -0.05
C 1.1255 0.4250 -2.3905 -0.02
C -0.5004 -0.2380 -0.6215 -0.31
N -1.6981 -0.6224 -1.1121 0.06
C -2.3736 -1.5140 -0.1260 -0.19
C -1.1552 -1.9409 0.8272 -0.11
N -0.1591 -0.8815 0.5521 -0.09
H 1.7757 -1.4841 2.1070 0.07
H 0.6162 -0.8811 3.3099 0.11
H 2.0885 0.0229 2.8161 0.04
H -0.3825 0.6215 1.7293 0.16
H 2.3223 0.4425 0.1024 0.12
H 1.4972 1.8839 0.6075 0.07
H 0.0685 3.0936 -0.7966 0.08
H -1.2820 2.2552 -0.5286 0.07
H -0.8113 2.4289 -2.2075 0.09
H 1.3981 1.4513 -2.7660 0.08
H 2.0615 -0.0892 -2.3127 0.05
H 0.5050 -0.0644 -3.2088 0.10
H -3.2802 -1.0050 0.3747 0.11
H -2.7883 -2.4065 -0.7087 0.11
H -0.7210 -2.9201 0.5172 0.11
H -1.4842 -2.0491 1.9075 0.12
```

run two (0.0209 hartree below the next structure)

Run one
A single C4H5N3S molecule, computed with ωB97M-V/def2-TZVPD.

Calculated values
HOMO = -8.32 eV

The geometry in XYZ format:
```
13
Properties=species:S:1:pos:R:3:lowdin_charge:R:1
C 1.1400 2.0526 -0.3112 0.13
C 0.8675 0.8804 -0.4491 -0.15
C 0.5211 -0.5193 -0.3806 -0.65
N 1.3547 -1.4381 0.0027 -0.06
N 2.6478 -1.1124 0.1856 0.02
S -1.1351 -1.0977 -0.6920 0.90
N -1.9687 -0.0480 0.3839 -0.34
C -3.2431 -0.0335 0.2323 -0.17
H 1.3753 3.0746 -0.4588 0.03
H 3.1871 -1.6557 0.8493 0.10
H 2.8625 -0.1258 0.1750 0.07
H -3.8609 -0.5902 -0.4798 0.06
H -3.7480 0.6132 0.9428 0.06
```

Run two
A single C4H5N3S molecule, computed with ωB97M-V/def2-TZVPD.

Calculated values
HOMO = -8.59 eV

The geometry in XYZ format:
```
13
Properties=species:S:1:pos:R:3:lowdin_charge:R:1
C 2.0969 -0.1753 0.1168 -0.24
C -0.1889 1.3337 -0.2395 -0.68
C -1.4449 -1.0753 0.2207 -0.38
C 0.8227 -0.4603 -0.4077 -0.22
N 3.1450 -0.0449 0.5239 0.17
N 0.4387 2.3708 -0.4222 0.07
N -0.0714 -1.3506 0.2076 -0.09
S -1.6298 0.8613 0.4591 0.89
H -2.1632 -1.1852 -0.7418 0.12
H -1.9194 -1.6441 0.9549 0.06
H 0.6911 -0.3424 -1.5543 0.16
H 0.0378 3.2532 -0.2293 0.04
H 0.1856 -1.5409 1.1118 0.09
```

Run three
A single C4H5N3S molecule, computed with ωB97M-V/def2-TZVPD.

Calculated values
HOMO = -9.56 eV

The geometry in XYZ format:
```
13
Properties=species:S:1:pos:R:3:lowdin_charge:R:1
H -0.7631 -2.0449 -0.0555 0.06
N -0.0082 -1.2914 -0.2152 0.11
C -0.4712 -0.0393 -0.2723 -0.49
C 0.6023 0.9757 -0.2119 -0.07
C 1.8576 0.7404 -0.0761 -0.14
C 2.5089 -0.4981 -0.1015 -0.26
N 3.0110 -1.5643 -0.1138 0.16
N -1.7528 0.4536 -0.1615 -0.35
S -3.1766 -0.6376 -0.1493 0.76
H 0.3283 2.0587 -0.1609 0.13
H 2.6688 1.4726 0.3083 0.15
H -1.9073 1.4364 0.1537 0.10
H -2.8977 -1.0616 1.0559 -0.17
```

run three (0.0208 hartree below the next structure)

Run one
2 unconnected molecules or ions with the total composition C2H8NS, computed with ωB97M-V/def2-TZVPD.

Calculated values
charge = -1
HOMO = -2.74 eV

The geometry in XYZ format:
```
12
Properties=species:S:1:pos:R:3:lowdin_charge:R:1
S 2.0619 1.4816 1.7890 -0.24
H 0.8073 1.4481 2.3247 -0.42
C -0.7525 0.4833 -1.1196 -0.12
C -0.6835 -0.8248 -0.3010 -0.34
N 0.7142 -0.9550 0.1592 -0.09
H -0.7019 0.2151 -2.1734 0.05
H 0.1919 1.0341 -0.9900 0.05
H -1.4849 1.1952 -0.7523 0.06
H -0.8980 -1.6398 -0.9845 0.07
H -1.2761 -0.7999 0.6198 0.09
H 0.8655 -1.5664 0.9407 0.03
H 1.1562 -0.0715 0.4874 -0.13
```

Run two
2 unconnected molecules or ions with the total composition C2H8NS, computed with ωB97M-V/def2-TZVPD.

Calculated values
charge = -1
HOMO = -2.71 eV

The geometry in XYZ format:
```
12
Properties=species:S:1:pos:R:3:lowdin_charge:R:1
S 2.3828 1.4927 1.1338 -0.26
H 1.9300 0.5518 1.9798 -0.45
C -0.9177 0.7821 -0.5310 -0.14
C -0.7730 -0.7150 -0.2266 -0.36
N 0.6011 -1.1526 -0.4633 -0.05
H -1.1817 1.0737 -1.5371 0.05
H -0.0102 1.3136 -0.2150 -0.01
H -1.6621 1.1891 0.1473 0.05
H -1.3703 -1.2668 -0.9597 0.08
H -1.1068 -0.8403 0.8089 0.09
H 0.8239 -1.9872 0.0699 0.05
H 1.2840 -0.4410 -0.2069 -0.05
```

run two (0.0117 hartree below the next structure)

Run one
2 unconnected molecules or ions with the total composition C2H8NS, computed with ωB97M-V/def2-TZVPD.

Calculated values
charge = -1
HOMO = -2.37 eV

The geometry in XYZ format:
```
12
Properties=species:S:1:pos:R:3:lowdin_charge:R:1
S 1.9802 0.5707 3.0186 -0.52
H 2.1536 1.0059 1.6917 -0.48
C -1.7705 -1.1472 -1.1215 -0.15
C -1.2180 -0.7106 -2.3776 -0.41
N -0.7860 0.6952 -2.3951 -0.06
H -1.5839 -0.5217 -0.3216 0.05
H -2.8931 -1.2564 -1.3216 0.11
H -1.3474 -1.9924 -0.8317 0.02
H -0.1935 -1.3098 -2.5863 0.13
H -2.0279 -1.0232 -3.1713 0.12
H -1.6119 1.3417 -2.6582 0.08
H -0.7454 0.9059 -1.3379 0.09
```

Run two
2 unconnected molecules or ions with the total composition C2H8NS, computed with ωB97M-V/def2-TZVPD.

Calculated values
charge = -1
HOMO = -2.69 eV

The geometry in XYZ format:
```
12
Properties=species:S:1:pos:R:3:lowdin_charge:R:1
S -1.1019 -0.1221 -2.8285 -0.31
H -1.3548 -0.6042 -4.1229 -0.44
C -0.7495 0.7442 0.7434 -0.20
N -0.1414 -0.5403 0.4009 -0.20
C 1.2383 -0.5443 0.8576 -0.19
H -1.8202 0.7271 0.5445 0.07
H -0.5498 0.8657 1.8271 0.06
H -0.2448 1.6265 0.3139 0.07
H -0.1969 -0.6074 -0.6180 -0.06
H 1.8028 0.1424 0.1922 0.07
H 1.7999 -1.4906 0.7966 0.06
H 1.3185 -0.1970 1.8932 0.06
```

Run three
2 unconnected molecules or ions with the total composition C2H8NS, computed with ωB97M-V/def2-TZVPD.

Calculated values
charge = -1
HOMO = -2.49 eV

The geometry in XYZ format:
```
12
Properties=species:S:1:pos:R:3:lowdin_charge:R:1
S -3.3995 -0.2673 0.2005 -0.31
H -3.2275 -0.3568 1.5328 -0.47
C 0.0394 -0.6552 0.5929 -0.22
N 0.1789 0.4636 -0.2947 -0.20
C 1.5075 0.7440 -0.8274 -0.17
H -0.8313 -1.2591 0.3658 -0.01
H -0.1156 -0.3451 1.6351 0.06
H 0.8955 -1.3527 0.4831 0.06
H -0.5632 0.5218 -0.9816 0.06
H 1.8693 -0.0376 -1.5059 0.06
H 1.5166 1.7366 -1.2730 0.06
H 2.1299 0.8077 0.0725 0.07
```

run two (0.0055 hartree below the next structure)

Run one
A molecular structure, C26H24IIrN3O8SSi, computed with ωB97M-V/def2-TZVPD.

Calculated values
2S+1 = 2
expectation value of S² = 0.76
HOMO (spin up / spin down) = -7.64 / -7.59 eV

The geometry in XYZ format:
```
65
Properties=species:S:1:pos:R:3:mulliken_spin:R:1
Ir 0.3245 0.4238 -0.4458 0.84
O 0.0235 -0.4207 3.9817 0.01
C -0.4229 0.1248 3.0005 0.04
O 0.5458 0.7062 2.0920 -0.02
C -1.8011 0.2515 2.6127 0.00
C -2.7988 -0.0644 3.5572 -0.01
C -4.1405 -0.0027 3.2072 0.01
C -4.5331 0.2014 1.8876 0.00
C -3.5531 0.4857 0.9250 0.02
C -2.1815 0.6906 1.2983 0.00
O -1.3881 1.2707 0.4956 0.01
N -3.8778 0.5898 -0.4308 0.00
O -2.9741 0.8376 -1.2566 0.00
O -5.0591 0.4021 -0.7457 0.00
N -5.1385 -0.1306 4.2331 0.00
O -4.7556 -0.2476 5.3809 0.00
O -6.3066 -0.0846 3.9042 0.00
H -2.5049 -0.2904 4.5698 0.00
H -5.5776 0.1752 1.6202 0.00
I 2.8971 -0.1499 0.4424 0.07
C 3.3947 1.3850 1.8683 0.00
C 4.7397 1.5904 2.0715 0.00
C 5.1734 2.6938 2.8096 0.00
C 4.2598 3.6102 3.2585 0.01
C 2.8763 3.3803 3.1224 0.00
C 1.9513 4.2914 3.6666 0.00
C 0.6082 4.0285 3.6352 0.00
C 0.1453 2.8312 3.0970 0.00
C 1.0170 1.9200 2.5352 -0.02
C 2.4111 2.1954 2.4738 0.03
H 5.4632 0.9098 1.6485 0.00
H 6.2286 2.8329 2.9796 0.00
H 4.5862 4.5163 3.7412 0.00
H 2.3234 5.1900 4.1321 0.00
H -0.0992 4.7321 4.0408 0.00
H -0.9090 2.6025 3.1261 0.00
C -1.1879 -4.2477 -5.2376 0.00
Si 0.3521 -3.2317 -4.7563 0.00
C 0.4063 -1.6225 -5.7627 0.00
C 1.9451 -4.2322 -5.0864 0.00
C 0.2518 -3.0754 -2.8460 0.01
C 0.3002 -4.2304 -2.0730 0.00
C 0.2031 -4.1833 -0.6885 0.00
C 0.0605 -2.9472 -0.0778 -0.01
N 0.0385 -1.8343 -0.7886 0.00
C 0.1316 -1.8824 -2.1301 0.01
S 0.1436 -0.2943 -2.8270 0.00
H -1.2266 -4.3943 -6.3118 0.00
H -2.1044 -3.7456 -4.9448 0.00
H -1.1938 -5.2292 -4.7742 0.00
H 0.5109 -1.8611 -6.8185 0.00
H 1.2400 -0.9879 -5.4800 0.00
H -0.5019 -1.0410 -5.6439 0.00
H 2.0809 -4.3903 -6.1509 0.00
H 1.9222 -5.2104 -4.6177 0.00
H 2.8277 -3.7178 -4.7201 0.00
H 0.4282 -5.1828 -2.5645 0.00
H 0.2430 -5.0812 -0.0923 0.00
H -0.0259 -2.8432 0.9952 0.00
C 0.6034 3.9144 -0.7200 0.00
O 0.2005 2.7065 -1.3391 0.01
H 0.2329 3.9900 0.3058 0.00
H 0.2444 4.7696 -1.2985 0.00
H 1.6937 3.9267 -0.7073 0.00
H -0.7685 2.6782 -1.3813 0.00
```

Run two
A molecular structure, C26H24IIrN3O8SSi, computed with ωB97M-V/def2-TZVPD.

Calculated values
2S+1 = 2
expectation value of S² = 0.77
HOMO (spin up / spin down) = -8.24 / -8.42 eV

The geometry in XYZ format:
```
65
Properties=species:S:1:pos:R:3:mulliken_spin:R:1
Ir -0.0722 0.1591 0.3082 0.43
O -4.0298 0.1236 -0.6669 0.00
C -2.8293 0.0719 -0.8048 0.01
O -2.0474 0.1676 0.2524 -0.02
C -2.2568 -0.0916 -2.1920 0.00
C -3.1772 -0.4252 -3.1660 0.00
C -2.7856 -0.5583 -4.4868 0.00
C -1.4798 -0.3616 -4.8708 0.00
C -0.5472 -0.0245 -3.9085 0.00
C -0.9009 0.1372 -2.5377 0.02
O 0.0058 0.4846 -1.6842 0.01
N 0.8360 0.1165 -4.3785 0.00
O 1.7123 0.4638 -3.6014 0.00
O 1.0501 -0.1231 -5.5498 0.00
N -3.7783 -0.9150 -5.5035 0.00
O -4.9204 -1.0964 -5.1335 0.00
O -3.3958 -1.0163 -6.6530 0.00
H -4.2085 -0.5672 -2.8782 0.00
H -1.1821 -0.4801 -5.9006 0.00
I -0.6085 -0.3929 2.8448 0.02
C -0.6335 -2.4435 2.4855 -0.01
C -0.8960 -3.3113 3.5015 0.01
C -0.8803 -4.6938 3.2306 -0.01
C -0.5945 -5.1313 1.9708 0.01
C -0.3132 -4.2250 0.9193 -0.01
C -0.0101 -4.6996 -0.3764 0.03
C 0.2741 -3.8130 -1.3699 -0.02
C 0.2604 -2.4271 -1.1162 0.01
C -0.0403 -1.8865 0.1142 -0.02
C -0.3300 -2.8237 1.1616 0.02
H -1.1120 -2.9555 4.5001 0.00
H -1.0893 -5.3951 4.0268 0.00
H -0.5738 -6.1918 1.7522 0.00
H -0.0013 -5.7673 -0.5564 0.00
H 0.5177 -4.1656 -2.3641 0.00
H 0.5361 -1.7782 -1.9306 0.00
C 1.5750 6.1816 3.4165 0.00
Si 2.3962 5.1014 2.1238 -0.01
C 3.5993 3.9379 2.9531 0.02
C 3.2984 6.1720 0.8792 0.00
C 0.9992 4.2270 1.1856 -0.03
C 0.0457 5.0357 0.5738 0.00
C -1.0272 4.5105 -0.1401 0.00
C -1.1353 3.1410 -0.2303 0.00
N -0.2377 2.3433 0.3446 0.02
C 0.8016 2.8494 1.0239 0.04
S 1.7843 1.5436 1.6218 0.44
H 2.3249 6.7417 3.9791 0.00
H 1.0027 5.5812 4.1260 0.00
H 0.8925 6.9048 2.9658 0.00
H 4.3397 4.5359 3.4910 0.00
H 4.1308 3.3113 2.2363 0.00
H 3.1080 3.2833 3.6736 0.00
H 4.1007 6.7310 1.3657 0.00
H 2.6285 6.8958 0.4108 0.00
H 3.7427 5.5680 0.0861 0.00
H 0.1345 6.1145 0.6517 0.00
H -1.7603 5.1484 -0.6113 0.00
H -1.9465 2.6577 -0.7597 0.00
C 3.5230 -0.3226 -0.3572 0.00
O 2.1520 -0.2548 -0.7188 0.05
H 3.9644 0.6696 -0.2502 0.00
H 4.0739 -0.8966 -1.1040 0.00
H 3.5807 -0.8393 0.5990 0.00
H 2.0214 0.1474 -1.5931 -0.01
```

run two (0.0728 hartree below the next structure)

Run one
A molecular structure, C2H5N2O2S, computed with ωB97M-V/def2-TZVPD.

Calculated values
charge = -1
HOMO (spin up / spin down) = -3.95 / -3.95 eV

The geometry in XYZ format:
```
12
Properties=species:S:1:pos:R:3:lowdin_charge:R:1
C -0.2321 -0.2633 0.5620 -0.32
C 0.5628 0.9073 0.4727 -0.32
N -0.5775 0.8371 -0.2794 -0.02
N 0.3097 -0.0341 -2.3830 -0.23
O 2.6746 -0.9706 -1.9025 -0.46
O 2.4053 1.3786 -2.5926 -0.43
S 1.7871 0.2118 -1.9882 0.46
H 0.0334 -1.2449 0.1256 0.09
H -0.8447 -0.3220 1.5263 0.08
H 0.9641 1.7443 1.0699 0.11
H 1.5813 0.4469 -0.4169 0.04
H 0.2633 0.8276 -2.9438 0.00
```

Run two
A molecular structure, C2H5N2O2S, computed with ωB97M-V/def2-TZVPD.

Calculated values
charge = -1
HOMO (spin up / spin down) = -3.86 / -3.86 eV

The geometry in XYZ format:
```
12
Properties=species:S:1:pos:R:3:lowdin_charge:R:1
C 1.5723 0.5285 -0.1707 -0.27
C 0.9756 -0.4447 0.7552 -0.36
N 1.4340 -0.8990 -0.4094 -0.02
N -1.2925 0.0480 -1.4719 -0.20
O -1.8173 1.4346 0.5557 -0.40
O -2.4520 -0.9482 0.5886 -0.42
S -1.5823 0.0962 0.0415 0.47
H 0.8960 1.2111 -0.6763 0.06
H 2.5768 0.9131 -0.0025 0.06
H 1.2673 -0.7396 1.7534 0.11
H -0.2400 -0.2818 0.7624 -0.01
H -1.3378 -0.9182 -1.7260 -0.02
```

run two (0.0228 hartree below the next structure)

Run one
2 unconnected molecules or ions with the total composition C2H10N2, computed with ωB97M-V/def2-TZVPD.

Calculated values
HOMO = -8.88 eV

The geometry in XYZ format:
```
14
Properties=species:S:1:pos:R:3:lowdin_charge:R:1
N 0.8741 0.1454 3.3566 0.00
C 0.2128 -0.9428 2.7302 -0.39
N -0.3155 -0.5792 1.3979 0.01
H 0.8364 0.8676 2.7242 0.02
H 0.4052 0.4331 4.2462 0.10
H -0.5279 -1.0967 3.4428 0.08
H 0.6994 -1.8801 2.6431 0.09
H 0.3891 0.0171 1.0522 0.04
H -0.6352 -1.3836 0.8891 0.06
C -0.3348 0.8652 -4.5766 -0.09
H 0.6012 1.4623 -4.6278 0.01
H -0.3058 0.3098 -3.5602 0.03
H -1.3114 1.6111 -4.3839 0.08
H -0.5874 0.1711 -5.3338 -0.03
```

Run two
2 unconnected molecules or ions with the total composition C2H10N2, computed with ωB97M-V/def2-TZVPD.

Calculated values
HOMO = -7.26 eV

The geometry in XYZ format:
```
14
Properties=species:S:1:pos:R:3:lowdin_charge:R:1
C 2.1923 0.0192 0.0249 -0.23
N 0.8099 0.1043 -0.2505 -0.15
H 2.5472 1.0761 0.0159 0.09
H 2.3948 -0.3869 0.9065 0.00
H 2.7555 -0.6981 -0.6876 0.10
H 0.3627 -0.8463 -0.3887 0.07
H 0.4757 0.1886 0.7649 0.11
C -1.8035 -0.4885 -0.0026 -0.17
N -1.1325 0.8166 -0.0674 -0.15
H -1.9386 -0.7141 1.0237 0.07
H -2.7924 -0.5129 -0.4535 0.07
H -1.2057 -1.2121 -0.4856 0.04
H -1.0765 1.1896 -1.0027 0.07
H -1.5887 1.4644 0.6026 0.09
```

run one (0.0636 hartree below the next structure)